(1)
This record from OMol25 describes 15 unconnected molecules or ions with the total composition H30O15. The level of theory is ωB97M-V/def2-TZVPD.

The geometry in XYZ format:
```
45
Properties=species:S:1:pos:R:3:forces:R:3
O 0.0881 -0.0805 0.1615 0.1 2.3 -0.1
H 0.1320 -0.3991 1.0726 0.2 -0.8 -0.4
H 0.2438 -0.6926 -0.5497 0.0 -1.1 0.5
O 2.2706 1.1642 -2.7818 -0.3 -0.4 1.2
H 2.3805 0.4248 -2.1266 -0.1 0.7 -0.5
H 2.8672 0.9097 -3.4737 0.5 0.0 -0.7
O 0.2521 -0.0703 4.8962 -0.1 0.1 0.0
H -0.1951 -0.1171 4.0370 0.1 0.0 0.1
H -0.4189 -0.4613 5.4652 0.1 0.0 0.1
O -0.7607 1.6713 -2.1718 -1.0 -0.4 -0.5
H 0.1653 1.5802 -2.0805 1.8 -0.2 0.4
H -0.8068 2.5643 -2.4813 -0.5 1.0 -0.2
O 2.9233 0.6311 0.8046 0.7 0.4 -0.6
H 2.4238 0.1484 0.1457 -0.2 -0.2 -0.4
H 2.6087 0.2506 1.6036 -0.3 -0.2 1.3
O -2.2579 1.6231 0.0522 0.7 -0.2 0.0
H -1.6181 1.5418 -0.6856 -0.8 0.1 -0.1
H -1.5857 1.7640 0.7328 -0.4 0.2 0.6
O 0.9397 2.6183 -0.1327 0.1 2.1 -0.3
H 1.5713 3.0799 0.4455 -0.3 -0.8 -0.4
H 0.8941 1.7036 0.0953 0.1 -1.1 0.7
O 2.4249 -1.2148 -1.5002 -0.3 0.0 0.4
H 1.7488 -1.8627 -1.7583 -0.2 0.2 -0.1
H 3.2596 -1.5166 -1.8316 0.7 -0.4 -0.2
O 0.7146 -1.7547 2.1781 0.6 0.2 0.3
H 1.6823 -1.7264 2.0854 -0.5 -0.2 0.1
H 0.4389 -2.5782 1.7778 0.0 -0.3 -0.1
O -2.3356 -1.3298 0.7822 -0.5 -1.4 1.0
H -1.8711 -0.5240 0.5102 0.5 -0.2 -0.5
H -1.7807 -2.1299 0.9611 -0.3 1.7 -0.6
O 0.2347 -0.3728 -3.9493 -1.2 -1.1 0.0
H 0.7850 0.1321 -3.3723 0.7 0.8 0.6
H 0.6618 -0.2952 -4.7850 0.4 0.0 -1.0
O -2.3836 -0.5945 -2.2864 -2.4 -2.9 0.2
H -3.1187 -0.2814 -2.8158 -0.1 -0.1 0.0
H -1.7488 0.0497 -2.3644 2.4 2.7 -0.4
O -2.1430 -0.6778 3.4885 0.0 0.0 0.2
H -3.0073 -0.4276 3.8191 -0.2 -0.1 -0.1
H -2.2342 -0.7665 2.5192 -0.3 -0.1 0.0
O -0.0831 -2.1707 -1.5326 2.0 -1.9 1.3
H -0.2239 -3.1210 -1.5126 0.5 -0.5 0.6
H -0.7842 -1.9987 -2.0949 -2.7 2.0 -2.2
O -0.7777 1.5665 2.5226 -0.3 -0.1 0.1
H -1.4501 1.6186 3.2084 -0.5 -0.5 -0.1
H -0.1259 2.1224 2.9220 1.1 0.6 0.0
```
Positions in Å, forces in eV/Å.

## Properties
Net charge: 0
Max |F|: 4.02 eV Å⁻¹
E: -31199.883 eV
HOMO level: -9.63 eV

(2)
This record from OMol25 describes a single C12H25N5O3 molecule. The level of theory is ωB97M-V/def2-TZVPD.

The geometry in XYZ format:
```
45
Properties=species:S:1:pos:R:3:forces:R:3
H 6.8033 -0.8058 -0.9401 -1.3 0.2 -1.0
N 5.7786 -0.6142 -1.0989 0.1 -0.4 0.7
C 5.3318 -0.7000 0.1039 -0.5 1.1 -1.7
N 6.2703 -1.0408 1.0495 -0.6 0.0 3.6
N 4.0110 -0.2703 0.4838 0.2 -0.9 1.3
C 2.8648 -0.9038 -0.2154 3.5 1.4 -4.1
C 1.5383 -0.2024 -0.1850 0.2 0.8 0.9
C 1.7306 1.3851 -0.2740 0.1 -0.9 0.5
C 0.4378 2.1121 0.2406 3.4 0.7 -0.2
N -0.6224 1.4581 -0.3305 -3.2 -1.5 -0.4
C -1.7023 1.1199 0.4978 -3.9 0.0 -0.4
O -2.4372 1.8609 1.1875 3.3 -0.1 -1.3
C -2.3081 -0.3177 0.4921 -0.7 2.2 3.8
N -2.3346 -0.7068 1.9307 -2.5 -0.1 -0.5
C -3.7021 -0.3276 -0.0850 0.7 -0.4 0.7
C -3.3939 0.0552 -1.4647 -0.5 1.8 -1.8
C -4.3354 -1.6609 0.0831 0.4 -2.5 0.1
C -3.5881 -2.8186 -0.5798 -0.1 -1.0 -1.6
C 0.2471 3.6038 0.0624 0.3 0.6 0.4
O -0.2696 4.2342 0.9419 -0.1 0.3 0.3
O 0.5808 4.2273 -1.0935 0.7 -2.9 -0.1
H 6.6996 -1.9276 0.9197 0.5 -0.6 -0.8
H 5.9324 -1.1046 2.0190 0.0 0.4 -0.5
H 3.8352 -0.3168 1.4765 0.6 -0.1 0.4
H 3.2541 -0.5239 -1.2350 -0.8 -1.5 0.6
H 2.9965 -2.0110 -0.2277 -1.0 0.7 0.3
H 0.9903 -0.5415 -1.0745 0.1 -0.2 0.4
H 1.0007 -0.5223 0.7021 -0.5 0.3 0.3
H 1.8874 1.5375 -1.3374 0.0 0.6 -0.2
H 2.6784 1.6514 0.2475 -0.9 0.1 -0.3
H 0.3852 1.9308 1.2869 0.2 0.4 1.2
H -0.3074 0.8161 -1.0478 -1.0 -0.2 0.4
H -1.7069 -1.0106 0.0443 1.6 -1.9 -1.6
H -2.8935 -0.0191 2.4624 -0.2 -0.4 -0.8
H -1.4829 -0.4849 2.3070 3.1 0.1 1.1
H -4.4499 0.2141 0.4665 0.4 1.7 0.1
H -3.2478 1.1488 -1.6380 0.8 -0.7 0.6
H -2.5813 -0.5738 -1.8503 -0.2 0.5 -0.2
H -4.2415 -0.0216 -2.0758 -1.4 -0.9 -1.3
H -5.3861 -1.6672 -0.1809 -0.2 0.2 -0.4
H -4.2906 -1.9108 1.1369 -0.3 0.2 0.4
H -4.2087 -3.7564 -0.6942 0.4 1.1 0.3
H -2.7300 -3.1325 0.0691 -0.3 0.4 -1.0
H -3.3239 -2.5499 -1.6827 0.1 -0.6 2.0
H 0.2904 5.0883 -0.8999 -0.6 2.4 0.0
```
Positions in Å, forces in eV/Å.

## Properties
SMILES: [H]/N=C(\N)NCCC[C@H](NC(=O)[C@@H](N)[C@@H](C)CC)C(=O)O
Net charge: 0
Max |F|: 5.62 eV Å⁻¹
E: -26440.016 eV
HOMO level: -9.27 eV

(3)
This record from OMol25 describes a gas-phase ion, C5H13N2 (charge +2). The level of theory is ωB97M-V/def2-TZVPD.

The geometry in XYZ format:
```
20
Properties=species:S:1:pos:R:3:forces:R:3
C 1.3962 -1.4857 1.1890 -0.7 0.0 -0.7
C 0.1388 -0.5500 1.1591 -0.7 -0.5 0.7
C -0.3599 -0.1695 -0.2367 1.0 -0.3 0.2
C -0.5749 1.1694 -0.3350 -0.5 0.2 -4.7
N -0.7808 1.6969 -1.6244 -2.2 0.1 1.4
C -1.2433 3.0759 -1.7986 4.6 1.4 -1.5
N 1.0108 -2.9393 1.2290 -2.3 -0.2 -1.9
H 2.1348 -1.3823 0.4044 -0.6 0.2 -1.0
H 2.0603 -1.3588 1.9680 0.7 0.7 2.4
H -0.7675 -1.0749 1.6610 1.5 0.7 -0.4
H 0.3245 0.4226 1.7683 -0.2 -1.9 -1.0
H -0.4343 -0.7874 -1.1903 0.2 0.5 1.7
H -0.5002 1.8073 0.5180 0.0 0.8 0.0
H -1.1653 1.2296 -2.4895 1.2 -0.9 1.6
H -2.2851 3.1392 -1.7437 -1.7 0.2 0.6
H -0.5979 3.6869 -1.0889 -1.5 -0.3 -0.9
H -0.9558 3.3799 -2.9043 -0.5 -0.5 2.2
H 0.1101 -2.9515 0.6286 1.6 -0.8 1.4
H 0.8128 -3.3643 2.1512 0.0 0.5 -0.3
H 1.6768 -3.5438 0.7349 0.1 0.1 0.2
```
Positions in Å, forces in eV/Å.

## Properties
Net charge: +2
Max |F|: 5.03 eV Å⁻¹
Multiplicity: 2
E: -8356.555 eV
HOMO level (alpha / beta): -18.09 / -19.58 eV